Record 1
100
Properties=species:S:1:pos:R:3:lowdin_charge:R:1 method="wB97M-V/def2-TZVPD" total_charge=+1
C -3.11 0.42 -2.03 -0.02
C -2.89 -0.13 -3.41 -0.23
C -4.00 -0.63 -4.10 -0.04
C -3.88 -1.15 -5.38 -0.06
C -2.63 -1.17 -5.99 -0.06
C -1.52 -0.69 -5.32 -0.03
C -1.62 -0.17 -4.03 -0.21
C -0.40 0.32 -3.29 -0.05
C -0.07 -0.52 -2.09 -0.08
N -0.66 -1.71 -2.04 0.18
C -0.50 -2.60 -1.05 0.03
C 0.30 -2.27 0.02 0.04
C 0.94 -1.04 0.01 -0.04
C 1.79 -0.77 1.23 -0.52
O 2.84 -1.29 1.28 0.22
O 1.36 0.05 2.21 -0.19
P -0.22 0.03 2.74 0.34
S -1.19 1.68 2.54 0.22
C 0.80 -0.15 -1.06 0.05
C 1.63 1.13 -1.07 -0.40
F 1.34 1.93 -2.11 0.14
F 1.36 1.83 0.05 0.13
C 3.17 0.85 -1.08 -0.31
F 3.77 1.80 -1.80 0.14
F 3.40 -0.36 -1.63 0.11
H -3.13 -0.36 -1.28 0.09
H -2.34 1.12 -1.72 0.08
H -4.06 0.94 -1.97 0.08
H -4.96 -0.60 -3.61 0.12
H -4.73 -1.54 -5.91 0.11
H -2.54 -1.57 -6.99 0.11
H -0.55 -0.71 -5.82 0.12
H -0.59 1.33 -2.96 0.13
H 0.44 0.35 -3.98 0.15
H -1.29 -1.98 -2.80 0.18
H -1.02 -3.54 -1.10 0.15
H 0.41 -2.97 0.83 0.15
H -0.13 -0.30 4.10 -0.02
H -0.91 -1.02 2.12 -0.01
H 3.55 0.88 -0.06 0.16
C -5.94 2.38 -4.35 -0.10
C -6.81 1.61 -5.34 -0.27
C -7.20 2.42 -6.57 -0.23
C -8.03 3.67 -6.28 -0.23
C -9.34 3.41 -5.54 -0.27
C -10.31 2.53 -6.31 -0.11
H -6.46 3.24 -3.95 0.07
H -5.67 1.74 -3.51 0.04
H -5.02 2.72 -4.83 0.08
H -7.71 1.24 -4.83 0.10
H -6.27 0.72 -5.67 0.08
H -7.74 1.78 -7.27 0.10
H -6.29 2.73 -7.10 0.11
H -8.25 4.17 -7.23 0.11
H -7.43 4.39 -5.71 0.10
H -9.82 4.38 -5.35 0.11
H -9.14 2.97 -4.56 0.10
H -10.55 2.96 -7.28 0.08
H -11.25 2.41 -5.76 0.07
H -9.90 1.53 -6.48 0.06
C 2.16 0.11 5.94 -0.12
C 2.12 -0.14 7.45 -0.26
C 2.88 -1.39 7.87 -0.22
C 2.35 -2.70 7.29 -0.23
C 0.88 -2.99 7.60 -0.28
C 0.59 -3.14 9.09 -0.11
H 1.68 -0.71 5.39 0.04
H 1.63 1.03 5.69 0.07
H 3.18 0.20 5.59 0.08
H 1.08 -0.20 7.78 0.10
H 2.55 0.72 7.96 0.11
H 2.88 -1.45 8.96 0.10
H 3.93 -1.29 7.58 0.11
H 2.96 -3.52 7.67 0.11
H 2.48 -2.70 6.20 0.10
H 0.60 -3.92 7.10 0.10
H 0.24 -2.21 7.18 0.09
H 1.20 -3.94 9.53 0.08
H -0.46 -3.39 9.26 0.07
H 0.80 -2.22 9.64 0.07
C 6.98 0.73 -0.64 -0.10
C 6.50 -0.44 0.21 -0.26
C 6.10 -0.04 1.63 -0.24
C 7.24 0.55 2.48 -0.22
C 8.45 -0.36 2.64 -0.27
C 8.14 -1.68 3.35 -0.11
H 7.88 1.18 -0.23 0.07
H 7.21 0.40 -1.66 0.08
H 6.21 1.51 -0.71 0.06
H 7.26 -1.21 0.24 0.10
H 5.62 -0.89 -0.27 0.09
H 5.68 -0.91 2.14 0.10
H 5.29 0.70 1.58 0.10
H 6.84 0.79 3.47 0.11
H 7.56 1.50 2.05 0.10
H 9.21 0.18 3.21 0.11
H 8.90 -0.57 1.66 0.10
H 7.72 -1.49 4.34 0.07
H 9.04 -2.27 3.47 0.07
H 7.42 -2.28 2.78 0.06


Record 2
99
Properties=species:S:1:pos:R:3:lowdin_charge:R:1 method="wB97M-V/def2-TZVPD" total_charge=+1
C 1.27 -0.02 2.98 -0.38
C 1.75 2.04 1.94 -0.38
C 2.15 0.26 4.03 -0.08
C 2.52 2.42 3.07 -0.05
C 2.74 1.52 4.09 -0.07
H 2.31 -0.50 4.79 0.10
H 2.96 3.41 3.04 0.11
H 3.38 1.79 4.94 0.11
N 1.08 0.82 1.95 -0.01
P -1.19 -1.35 2.30 1.03
P 1.30 2.50 -0.83 0.94
C 0.52 -1.38 3.00 -0.28
H 1.12 -2.11 2.42 0.07
H 0.48 -1.77 4.03 0.08
C 1.69 2.94 0.83 -0.32
H 1.95 3.99 1.05 0.05
C 2.84 1.91 -1.73 -0.70
C 0.41 4.00 -1.59 -0.70
C -1.63 -3.09 1.60 -0.68
C -2.25 -0.72 3.73 -0.70
C 2.38 1.05 -2.93 -0.11
H 1.73 1.61 -3.61 0.06
H 3.27 0.73 -3.50 0.09
H 1.84 0.15 -2.60 0.04
C 3.68 3.11 -2.21 -0.10
H 3.17 3.71 -2.97 0.06
H 3.98 3.75 -1.37 0.09
H 4.59 2.71 -2.68 0.09
C 3.70 1.08 -0.76 -0.10
H 4.58 0.71 -1.29 0.08
H 4.05 1.71 0.08 0.08
H 3.15 0.23 -0.35 0.06
C 0.19 3.74 -3.10 -0.10
H -0.34 2.80 -3.30 0.07
H -0.42 4.56 -3.50 0.09
H 1.13 3.74 -3.66 0.07
C -0.94 4.15 -0.86 -0.12
H -1.59 3.26 -0.97 0.04
H -0.81 4.35 0.21 0.07
H -1.48 5.00 -1.30 0.09
C 1.21 5.29 -1.42 -0.09
H 2.19 5.25 -1.90 0.06
H 0.64 6.10 -1.91 0.09
H 1.33 5.57 -0.37 0.08
C -3.68 -0.45 3.21 -0.09
H -4.31 -0.19 4.08 0.10
H -3.71 0.40 2.51 0.02
H -4.13 -1.33 2.72 0.06
C -1.65 0.60 4.25 -0.08
H -0.65 0.45 4.68 0.08
H -1.59 1.38 3.47 0.04
H -2.30 0.98 5.05 0.10
C -2.28 -1.72 4.89 -0.09
H -2.71 -1.21 5.76 0.09
H -2.92 -2.58 4.67 0.06
H -1.28 -2.07 5.17 0.08
C -0.38 -3.98 1.53 -0.10
H 0.02 -4.20 2.53 0.09
H -0.67 -4.95 1.08 0.10
H 0.41 -3.55 0.90 0.04
C -2.19 -2.86 0.18 -0.12
H -1.45 -2.43 -0.51 0.04
H -2.50 -3.83 -0.24 0.09
H -3.08 -2.21 0.19 0.07
C -2.68 -3.81 2.45 -0.10
H -2.30 -4.05 3.45 0.08
H -3.62 -3.24 2.53 0.07
H -2.92 -4.76 1.95 0.09
Sr -0.71 0.45 0.02 1.04
C -2.78 2.39 1.61 0.03
O -3.10 3.43 1.97 0.10
N 0.88 -1.38 -0.69 0.11
C 1.69 -2.16 -0.99 -0.10
C 2.64 -3.17 -1.59 -0.58
C 4.06 -2.61 -1.52 -0.04
C 2.56 -4.48 -0.80 -0.05
C 2.21 -3.39 -3.04 -0.03
H 4.14 -1.65 -2.05 0.08
H 4.37 -2.46 -0.47 0.10
H 4.77 -3.31 -1.98 0.10
H 1.54 -4.89 -0.81 0.09
H 3.23 -5.23 -1.23 0.10
H 2.87 -4.32 0.25 0.10
H 2.86 -4.13 -3.53 0.10
H 1.18 -3.76 -3.10 0.10
H 2.28 -2.45 -3.61 0.09
N -5.26 0.03 -4.80 0.14
C -4.27 0.09 -3.89 -0.30
C -2.91 -0.09 -4.27 0.00
C -1.93 -0.01 -3.30 -0.13
N -2.21 0.24 -1.99 -0.13
C -3.51 0.42 -1.62 -0.16
C -4.56 0.34 -2.52 0.00
H -5.08 -0.13 -5.78 0.11
H -6.23 0.17 -4.54 0.11
H -2.64 -0.31 -5.30 0.12
H -0.87 -0.16 -3.55 0.11
H -3.70 0.62 -0.56 0.09
H -5.58 0.48 -2.18 0.12


The records above give, respectively, relative energy (zero: lowest compared OMol25 entry of this formula, charge and spin) values of 32.9 0.0 kJ/mol.
The records above give, respectively, lowest unoccupied orbital energy values of -4.7603 -1.9485 eV.
The records above give, respectively, HOMO-LUMO gap values of 7.17 5.95 eV.